(1)
C30H42N2O2P2Pd | ωB97M-V with the def2-TZVPD basis set

```
79
Properties=species:S:1:pos:R:3:forces:R:3:mulliken_spin:R:1
P 0.253838 -3.686342 -0.297538 0.6 0.6 1.1 -0.03
P 0.177317 2.454797 -1.632141 1.1 -1.1 -0.7 0.51
C -0.671679 -2.209591 -0.876895 -0.4 -1.4 1.2 0.71
C 1.054578 1.471283 -3.087864 -0.8 0.2 0.9 0.46
H -1.019556 -1.738534 0.042579 0.3 0.8 0.1 -0.02
H -1.551680 -2.467793 -1.463931 0.0 -0.1 -0.5 0.02
H 2.087020 1.509846 -2.717480 0.1 0.3 -0.8 0.02
H 0.928760 0.353792 -3.093497 0.5 0.3 0.9 -0.15
C -1.547912 3.004724 -1.812278 -0.7 0.3 0.4 0.11
H -1.842880 3.219160 -0.755307 0.1 -0.1 -0.8 -0.01
H -2.227928 2.217625 -2.209744 0.6 0.5 0.4 -0.02
H -1.695873 3.929521 -2.403387 0.2 -0.4 0.3 0.03
C 1.363975 3.795566 -1.884025 0.2 0.4 1.7 0.00
H 1.493103 4.202759 -2.887917 -0.3 -0.2 0.1 0.00
H 2.308686 3.297085 -1.550970 -0.5 0.8 -0.3 0.00
H 1.114510 4.582569 -1.134661 0.4 -0.3 -0.7 0.00
C -0.593429 -5.247213 -0.483415 -0.7 -0.3 -0.2 0.03
H -0.633302 -5.822644 0.443474 0.0 0.3 0.0 0.00
H -0.070676 -5.843838 -1.232895 -0.1 0.1 0.0 0.00
H -1.606374 -5.063623 -0.826129 -0.3 -0.2 0.0 0.00
C 1.737179 -3.949544 -1.233858 0.2 0.3 -0.4 0.01
H 2.197741 -2.996912 -1.475489 0.3 0.0 0.0 0.00
H 1.426801 -4.474227 -2.135252 0.3 0.1 -0.2 0.00
H 2.436500 -4.572623 -0.674698 -0.1 0.0 0.0 0.00
Pd -0.565956 -0.441751 -2.562678 -0.9 1.8 3.7 0.98
C 0.560463 1.701813 -4.503863 1.6 0.0 -1.4 -0.13
C -0.911283 1.532601 -4.386069 -0.7 1.7 -0.8 0.88
C -1.754965 0.635356 -5.176533 -0.7 -1.0 -0.2 0.04
C -1.290727 -0.816526 -5.420919 -0.4 0.0 -0.3 0.09
C -0.687992 -1.489471 -4.231835 1.5 -1.1 -1.5 0.07
C 0.686460 -1.342318 -3.929464 -0.1 -1.9 -2.2 -0.03
C 1.693465 -0.658672 -4.852142 0.4 0.6 0.4 0.02
C 1.357227 0.712420 -5.478866 -0.3 0.9 0.1 0.04
C 0.719352 -3.507645 1.458758 -0.1 0.3 -0.1 0.02
H 0.761300 2.731892 -4.906921 -0.1 -0.8 0.6 0.04
H -1.407040 2.526800 -4.312141 0.3 -0.8 0.4 0.00
H -1.889546 1.112308 -6.149755 -0.2 0.0 -0.3 0.06
H -2.762762 0.591626 -4.734352 0.2 0.2 -0.1 0.01
H -2.169542 -1.400206 -5.689435 0.0 0.1 -0.3 0.00
H -0.601243 -0.840772 -6.264208 0.0 -0.2 0.1 0.00
H -1.224603 -2.311732 -3.765304 -0.1 -0.2 -0.2 0.02
H 1.156732 -2.010593 -3.207581 -0.1 -0.2 -0.3 0.03
H 2.067086 -1.353244 -5.627145 -0.5 0.1 0.3 0.01
H 2.572609 -0.459889 -4.231621 0.1 -0.3 0.0 0.00
H 2.323065 1.229308 -5.649429 -0.5 -0.4 -0.1 0.00
H 0.876314 0.640490 -6.471652 0.1 0.1 0.6 0.00
H 1.621172 -2.879544 1.546189 -0.4 -0.1 -0.1 0.00
H 0.945305 -4.500647 1.874534 -0.1 0.2 -0.3 0.00
H -0.100302 -3.038773 2.029849 0.3 -0.1 -0.3 -0.01
O 0.639819 2.606447 0.229419 0.4 1.4 0.9 0.16
C 0.314705 1.823321 1.186425 -1.2 -2.2 0.7 -0.01
N 0.263560 2.099517 2.517145 1.6 2.3 -0.8 0.01
C -0.145519 0.935642 3.266517 0.2 -0.3 1.2 -0.01
C -0.480866 0.018437 2.125706 -1.0 -2.8 -0.3 0.01
O -1.050061 -1.100701 2.246061 1.2 2.1 -0.4 0.00
N -0.119918 0.576328 0.946100 -0.3 -0.1 -1.0 0.04
C 0.960146 0.454433 4.209831 0.6 -0.4 0.3 0.00
C 1.325051 -0.891076 4.311207 0.0 -0.2 0.2 0.00
C 2.213265 -1.329600 5.311309 -0.1 0.2 -0.1 0.00
C 2.758483 -0.412083 6.211323 -0.3 0.4 -0.1 0.00
C 2.390584 0.947206 6.134471 -0.3 -0.5 -0.7 0.00
C 1.506495 1.369230 5.128197 0.1 -0.2 0.3 0.00
C -1.385691 1.211357 4.104508 -1.0 0.3 0.3 0.00
C -1.591988 0.650897 5.373795 -0.1 0.4 0.4 0.00
C -2.638712 1.118866 6.199950 0.6 -0.5 -0.7 0.00
C -3.534506 2.059187 5.689809 -0.6 0.0 1.2 0.00
C -3.402542 2.522822 4.396833 -0.3 0.5 -1.2 0.00
C -2.341457 2.091921 3.591235 -0.1 0.1 0.5 0.00
H 0.870303 2.835234 2.917990 -0.8 -0.7 -0.3 0.00
H 0.851971 -1.633187 3.660870 0.2 0.4 0.2 0.00
H 2.452497 -2.399297 5.404587 -0.1 0.6 -0.1 0.00
H 3.443263 -0.737041 6.996205 -0.2 0.0 -0.2 0.00
H 2.760399 1.664812 6.866006 0.0 -0.2 -0.2 0.00
H 1.172057 2.411313 5.124262 0.1 -0.3 0.0 0.00
H -0.903439 -0.111033 5.750893 -0.2 0.4 0.0 0.00
H -2.713783 0.733947 7.225703 -0.1 0.2 -0.6 0.00
H -4.358654 2.420281 6.346796 0.7 -0.2 -0.7 0.00
H -4.124972 3.258485 3.975217 0.6 -0.7 0.5 0.00
H -2.223802 2.475674 2.577533 -0.1 0.0 0.3 0.00
```
Forces are in eV/Å.

* gap between HOMO and LUMO (spin up / spin down): 6.5 / 4.0 eV
* total charge: +2
* spin multiplicity: 5
* ΔE to the lowest compared entry with this formula, charge and spin: 75.8 kJ/mol
* ⟨S²⟩: 6.0175

---

(2)
C5H14 | ωB97M-V with the def2-TZVPD basis set

```
19
Properties=species:S:1:pos:R:3:forces:R:3:nbo_charge:R:1
C 2.207979 -0.465027 0.982515 -0.5 2.0 0.3 -0.60
C 0.844316 -1.149139 1.191403 1.9 -0.1 -0.7 -0.40
C 0.061092 -0.498737 2.290558 -0.2 2.0 0.5 -0.61
H 2.756069 -0.188334 1.893386 -0.1 -0.7 0.1 0.20
H 1.953211 0.544819 0.622209 0.2 -0.1 -0.3 0.19
H 2.886543 -0.899068 0.259413 -0.1 -0.4 -0.1 0.21
H 0.394033 -1.099883 0.186703 -0.3 -0.5 0.6 0.20
H 1.127317 -2.163069 1.509725 -0.8 -0.1 -0.5 0.20
H 0.125398 0.666810 2.360716 0.1 -2.1 -0.3 0.20
H -0.988746 -0.736643 2.300071 -0.5 -0.1 -0.3 0.21
H 0.420568 -0.921202 3.212265 0.3 0.2 0.7 0.21
C -0.983178 1.304079 -2.447553 0.7 -0.5 0.3 -0.62
C -2.021369 0.338131 -1.765782 0.0 3.0 -1.1 -0.63
H -0.570911 0.868855 -3.376026 -0.2 0.3 0.4 0.20
H -1.188665 2.352010 -2.581323 -1.1 0.3 -0.6 0.21
H -0.138730 1.455067 -1.759127 0.1 -0.6 -0.1 0.20
H -2.674014 -0.141196 -2.462116 0.6 -1.5 -0.8 0.21
H -2.843085 0.897279 -1.316992 0.6 0.4 1.1 0.21
H -1.367828 -0.164750 -1.100048 -0.6 -1.4 0.7 0.22
```
Forces are in eV/Å.

* gap between HOMO and LUMO: 12.4 eV
* ΔE to the lowest compared entry with this formula, charge and spin: 104.8 kJ/mol

---

(3)
C3H4N3 | ωB97M-V with the def2-TZVPD basis set

```
10
Properties=species:S:1:pos:R:3:forces:R:3:mulliken_spin:R:1
C 0.813791 0.385780 -0.106680 0.5 1.5 0.0 0.25
C 2.090782 0.013934 -0.037649 1.7 -1.2 0.0 0.13
C -2.647622 0.028432 0.016326 4.7 -0.9 2.4 0.40
N -1.297253 -0.405184 -0.110559 -8.8 0.4 -1.7 0.25
N -0.153679 -0.419216 0.244145 0.4 -0.7 1.5 0.67
N 3.133356 -0.517838 -0.061498 -3.8 1.0 -1.5 0.23
H 0.515707 1.351368 -0.430554 0.2 1.1 0.0 0.01
H -3.383539 -0.438507 -0.578439 -0.1 -1.0 -0.9 0.02
H -3.109425 0.588292 0.887443 1.4 0.3 -1.1 0.04
H 4.037886 -0.587062 0.177467 3.7 -0.5 1.3 0.00
```
Forces are in eV/Å.

* gap between HOMO and LUMO (spin up / spin down): 7.0 / 6.6 eV
* total charge: +1
* spin multiplicity: 3
* ΔE to the lowest compared entry with this formula, charge and spin: 256.0 kJ/mol
* ⟨S²⟩: 2.0430